{
  "formula": "C2H2N2O2",
  "method": "ωB97M-V with the def2-TZVPD basis set",
  "homo_lumo_gap_ev": 9.73,
  "homo_ev": -10.517,
  "de_lowest_kcal_mol": 102.67,
  "e_tot_ev": -9177.334,
  "spin_multiplicity": 1,
  "species": ["O", "C", "N", "O", "C", "N", "H", "H"],
  "xyz": [[-1.410, 0.704, 1.270], [-0.155, 0.676, 0.915], [0.725, 1.271, 0.226], [0.759, -0.153, 1.258], [0.673, -1.326, -1.504], [-0.258, -1.370, -2.183], [-1.851, 1.469, 0.869], [1.518, -1.271, -0.850]],
  "forces_ev_per_a": [[0.15, 0.09, -0.08], [0.26, 0.12, -0.12], [-0.30, -0.11, 0.21], [-0.10, 0.02, 0.03], [-0.81, -0.05, -0.61], [0.86, 0.03, 0.63], [0.01, -0.10, 0.00], [-0.07, 0.00, -0.06]],
  "nbo_charge": [-0.62, 0.72, -0.18, -0.42, 0.08, -0.33, 0.51, 0.25]
}